{"formula": "C40H30CeN2OPS", "method": "the ωB97M-V functional and the def2-TZVPD basis", "species": ["Ce", "C", "C", "C", "C", "C", "C", "P", "C", "C", "C", "C", "C", "C", "C", "C", "C", "C", "C", "C", "C", "C", "C", "C", "H", "H", "H", "H", "H", "H", "H", "H", "H", "H", "H", "H", "H", "H", "H", "H", "O", "N", "C", "C", "C", "C", "C", "S", "H", "H", "H", "H", "N", "C", "C", "C", "C", "C", "C", "C", "C", "C", "C", "C", "C", "C", "H", "H", "H", "H", "H", "H", "H", "H", "H", "H"], "xyz": [[-0.11480, 0.29836, -0.16783], [0.25676, 0.96236, 7.16486], [-0.82754, 1.28399, 6.35850], [-0.84422, 0.88294, 5.03384], [0.21197, 0.14538, 4.49586], [1.29836, -0.16916, 5.31118], [1.31634, 0.23904, 6.63487], [0.04549, -0.37116, 2.75452], [1.81656, -0.63163, 2.32269], [2.64479, 0.49241, 2.38888], [3.99919, 0.38223, 2.13249], [4.53085, -0.84162, 1.74982], [3.70479, -1.94852, 1.62474], [2.35106, -1.85082, 1.91720], [-0.63948, -2.05298, 2.87582], [-0.81552, -2.68348, 4.08928], [-1.45849, -3.92685, 4.16382], [-1.95548, -4.51211, 3.03150], [-1.81673, -3.88599, 1.77241], [-2.36205, -4.46324, 0.60406], [-2.21990, -3.83190, -0.59829], [-1.52549, -2.60960, -0.68224], [-0.95520, -1.97250, 0.41369], [-1.13289, -2.64147, 1.66802], [0.27804, 1.27579, 8.20024], [-1.65088, 1.85589, 6.76674], [-1.68369, 1.14096, 4.39683], [2.12562, -0.73756, 4.90469], [2.16479, -0.00802, 7.26081], [2.21814, 1.44799, 2.68034], [4.63701, 1.25387, 2.20092], [5.58894, -0.92910, 1.53840], [4.11980, -2.89973, 1.31482], [1.70955, -2.72178, 1.85529], [-0.45766, -2.21587, 4.99717], [-1.56946, -4.41777, 5.12257], [-2.46871, -5.46590, 3.08195], [-2.89990, -5.40131, 0.68154], [-2.63852, -4.27418, -1.49523], [-1.45214, -2.15432, -1.67047], [0.10659, -0.00802, -2.42330], [1.17143, -0.73440, -2.74962], [1.04736, -1.63645, -3.74646], [2.08063, -2.45694, -4.10179], [3.29805, -2.35466, -3.42778], [3.42750, -1.40004, -2.44307], [2.36891, -0.55180, -2.10478], [2.54402, 0.71469, -0.95665], [0.07340, -1.65560, -4.21105], [1.93553, -3.16807, -4.90172], [4.12006, -3.01179, -3.67420], [4.35299, -1.26676, -1.90302], [-1.49735, 2.09964, 0.05903], [-2.74964, 2.22363, 0.16050], [-3.68397, 1.05167, 0.34343], [-4.78228, 0.89227, -0.49990], [-5.59311, -0.22711, -0.39426], [-5.33721, -1.18214, 0.58041], [-4.26818, -1.01650, 1.44750], [-3.44268, 0.09135, 1.32096], [-3.41079, 3.57082, 0.06935], [-4.53713, 3.89686, 0.81897], [-5.06841, 5.17781, 0.76869], [-4.49353, 6.14044, -0.04755], [-3.37621, 5.82017, -0.80916], [-2.83646, 4.54746, -0.74241], [-4.98846, 1.64816, -1.24887], [-6.43140, -0.35254, -1.06818], [-5.97383, -2.05383, 0.66751], [-4.07051, -1.75505, 2.21477], [-2.61615, 0.23570, 2.00488], [-4.99971, 3.14786, 1.45189], [-5.93379, 5.42668, 1.37016], [-4.91725, 7.13568, -0.09575], [-2.92017, 6.56535, -1.44889], [-1.95203, 4.28194, -1.30742]], "lowdin_spin": [1.017, 0.000, 0.000, 0.000, 0.000, 0.000, 0.000, -0.001, 0.000, 0.000, 0.000, 0.000, 0.000, 0.000, 0.000, 0.000, 0.000, 0.000, 0.000, 0.000, 0.000, 0.000, -0.004, 0.000, 0.000, 0.000, 0.000, 0.000, 0.000, 0.000, 0.000, 0.000, 0.000, 0.000, 0.000, 0.000, 0.000, 0.000, 0.000, 0.000, -0.003, 0.000, 0.000, 0.000, 0.000, 0.000, 0.000, -0.002, 0.000, 0.000, 0.000, 0.000, -0.009, 0.001, 0.000, 0.000, 0.000, 0.000, 0.000, 0.000, 0.000, 0.000, 0.000, 0.000, 0.000, 0.000, 0.000, 0.000, 0.000, 0.000, 0.000, 0.000, 0.000, 0.000, 0.000, 0.000], "e_homo_ev": [-7.398, -7.398], "homo_lumo_gap_ev": [7.60, 7.61], "de_lowest_kcal_mol": 0.00, "total_energy_ha": -2941.69383, "multiplicity": 2, "s_squared": 0.751}

{"formula": "C2H4ClN2", "method": "the ωB97M-V functional and the def2-TZVPD basis", "species": ["C", "C", "N", "N", "Cl", "H", "H", "H", "H"], "xyz": [[-1.05114, -0.97958, 0.00950], [0.52081, 1.08266, -0.31315], [0.40732, -0.29221, -0.66310], [0.18573, -1.20445, 0.35527], [-2.52266, -1.43270, 0.42353], [0.22623, 1.32148, 0.66161], [1.56926, 1.61228, -0.50417], [-0.11191, 1.67932, -1.03945], [0.77635, -1.78680, 1.06997]], "lowdin_charge": [-0.535, -0.103, 0.026, 0.041, 0.980, 0.062, 0.155, 0.124, 0.250], "e_homo_ev": -15.489, "homo_lumo_gap_ev": 9.62, "total_charge": 1, "smiles": "CN1[NH+]=C1Cl", "de_lowest_kcal_mol": 107.54, "total_energy_ha": -647.83258}